[1]
Formula: C46H30Cl4I2LaN5O8
Source: the Open Molecules 2025 dataset
Level of theory: wB97M-V/def2-TZVPD

```
96
Properties=species:S:1:pos:R:3
La -1.018 0.385 0.637
O 0.321 -3.574 2.997
C 0.291 -3.105 4.250
C 0.920 -3.880 5.234
C 0.947 -3.459 6.547
C 0.352 -2.253 6.910
C -0.273 -1.496 5.937
C -0.325 -1.897 4.604
C -1.020 -1.062 3.572
O -0.960 -1.464 2.351
N -1.585 0.023 4.021
N -2.073 0.836 2.980
C -2.856 1.759 3.404
C -3.495 2.808 2.620
C -4.353 3.668 3.312
C -5.039 4.686 2.680
C -4.861 4.843 1.301
C -4.027 4.016 0.586
C -3.299 2.976 1.219
O -2.509 2.219 0.551
H -0.072 -2.862 2.431
H 1.386 -4.802 4.917
H 1.442 -4.073 7.291
H 0.375 -1.911 7.936
H -0.750 -0.558 6.185
H -3.064 1.770 4.479
H -4.474 3.515 4.380
H -5.692 5.344 3.237
H -5.386 5.636 0.779
H -3.879 4.141 -0.478
I 0.125 4.629 -2.596
C 0.615 4.529 -0.586
C 1.081 5.674 0.074
C 1.445 5.643 1.391
I 2.152 7.390 2.271
C 1.320 4.432 2.130
C 1.676 4.287 3.489
C 1.509 3.087 4.112
C 0.941 2.021 3.391
N 0.594 2.122 2.134
C 0.814 3.293 1.476
C 0.503 3.288 0.045
O 0.168 2.217 -0.535
H 1.162 6.594 -0.488
H 2.078 5.140 4.022
H 1.780 2.948 5.148
H 0.734 1.075 3.878
O -1.677 1.007 -3.935
C -2.421 0.533 -3.103
N -2.135 0.225 -1.791
C -3.234 -0.340 -1.236
O -3.291 -0.730 -0.065
C -4.360 -0.402 -2.225
C -5.653 -0.876 -2.142
C -6.436 -0.779 -3.289
C -5.926 -0.231 -4.465
C -4.616 0.241 -4.531
C -3.857 0.143 -3.385
H -6.029 -1.297 -1.220
H -7.459 -1.133 -3.271
H -6.561 -0.175 -5.340
H -4.201 0.664 -5.435
Cl 3.143 -5.236 -1.170
C 4.396 -4.880 -2.316
C 5.128 -5.922 -2.855
C 6.122 -5.657 -3.787
C 6.388 -4.342 -4.131
C 5.667 -3.308 -3.559
Cl 6.159 -1.680 -3.915
C 4.618 -3.536 -2.660
N 3.884 -2.530 -2.087
C 3.189 -1.561 -2.847
C 2.824 -1.796 -4.170
C 2.035 -0.873 -4.844
C 1.580 0.262 -4.186
C 1.947 0.488 -2.866
C 2.778 -0.399 -2.190
C 3.181 -0.171 -0.756
C 2.267 -1.005 0.159
O 2.483 -2.220 0.264
O 1.306 -0.352 0.650
H 4.894 -6.930 -2.545
H 6.691 -6.463 -4.225
H 7.179 -4.093 -4.824
H 3.453 -2.688 -1.161
H 3.141 -2.712 -4.653
H 1.741 -1.066 -5.867
H 0.905 0.952 -4.671
H 1.558 1.354 -2.343
H 3.089 0.887 -0.518
H 4.219 -0.493 -0.628
Cl -1.539 -2.865 -3.503
C -0.235 -2.230 -2.467
Cl -0.601 -2.408 -0.752
H -0.119 -1.174 -2.694
H 0.667 -2.798 -2.669
```

## Properties
**Lowest unoccupied orbital energy**: 0.1226 hartree
**E**: -139182.1540 eV
**Net charge**: -2
**Gap between HOMO and LUMO**: 6.097 eV
**ΔE to the lowest compared entry with this formula, charge and spin**: 0.0 kcal/mol

---

[2]
Formula: C46H33Cl2IN7O4Ta
Source: the Open Molecules 2025 dataset
Level of theory: wB97M-V/def2-TZVPD

```
94
Properties=species:S:1:pos:R:3
Ta -1.287 0.745 0.539
C -2.021 0.978 -5.003
C -2.529 1.854 -4.060
C -1.969 1.935 -2.790
C -0.893 1.122 -2.469
C -0.379 0.235 -3.414
C -0.938 0.170 -4.677
N -0.269 1.123 -1.157
C 1.119 1.200 -1.145
C 1.895 1.872 -2.090
C 3.269 1.841 -1.964
C 3.910 1.151 -0.920
C 3.164 0.499 0.026
C 1.767 0.552 -0.088
N 0.870 0.001 0.799
N 1.282 -0.697 1.751
C 0.238 -1.219 2.526
C 0.553 -2.024 3.602
C -0.490 -2.549 4.351
C -1.790 -2.291 3.953
C -2.011 -1.489 2.847
N -1.017 -0.915 2.163
H -2.464 0.924 -5.988
H -3.369 2.489 -4.307
H -2.396 2.627 -2.081
H 0.454 -0.401 -3.146
H -0.531 -0.519 -5.406
H 1.417 2.386 -2.913
H 3.874 2.361 -2.696
H 4.989 1.138 -0.867
H 3.621 -0.038 0.845
H 1.591 -2.224 3.822
H -0.288 -3.169 5.214
H -2.635 -2.710 4.481
H -3.016 -1.274 2.511
O -2.506 4.473 -0.452
C -1.807 3.649 0.046
O -2.223 2.395 0.296
C -0.393 3.891 0.477
C 0.152 5.146 0.173
C 1.433 5.399 0.559
C 2.132 4.423 1.296
C 3.441 4.677 1.778
C 4.090 3.760 2.547
C 3.449 2.543 2.861
C 2.199 2.262 2.389
C 1.496 3.188 1.582
N 0.228 2.913 1.112
H -0.460 5.860 -0.358
H 1.912 6.343 0.332
H 3.903 5.626 1.536
H 5.084 3.960 2.924
H 3.959 1.818 3.482
H 1.758 1.311 2.643
I -4.591 0.959 1.760
C -3.177 1.676 3.107
C -3.622 2.217 4.302
C -2.686 2.641 5.229
C -1.340 2.493 4.930
C -0.987 1.954 3.713
N -1.880 1.555 2.792
H -4.682 2.299 4.495
H -3.005 3.071 6.168
H -0.569 2.797 5.623
H 0.053 1.845 3.452
Cl -1.562 -4.722 -4.065
C 0.098 -4.229 -4.158
C 0.895 -4.739 -5.167
C 2.223 -4.351 -5.242
C 2.744 -3.453 -4.326
C 1.924 -2.942 -3.334
Cl 2.599 -1.795 -2.216
C 0.588 -3.322 -3.215
N -0.274 -2.782 -2.219
C -0.336 -3.396 -0.950
C 0.783 -4.026 -0.401
C 0.714 -4.628 0.844
C -0.470 -4.622 1.567
C -1.582 -4.007 1.021
C -1.536 -3.379 -0.218
C -2.813 -2.842 -0.810
C -2.848 -1.404 -1.251
O -3.249 -0.992 -2.284
O -2.382 -0.493 -0.286
H 0.476 -5.437 -5.877
H 2.855 -4.750 -6.022
H 3.777 -3.139 -4.377
H -1.187 -2.632 -2.624
H 1.705 -4.074 -0.960
H 1.589 -5.128 1.236
H -0.540 -5.138 2.516
H -2.533 -4.054 1.541
H -3.621 -2.942 -0.078
H -3.121 -3.411 -1.691
```

## Properties
**Lowest unoccupied orbital energy**: -0.2760 hartree
**E**: -101547.1345 eV
**Net charge**: +2
**Gap between HOMO and LUMO**: 5.223 eV
**ΔE to the lowest compared entry with this formula, charge and spin**: 29.6 kcal/mol

---

[3]
Formula: C46H34AlIN3PTe
Source: the Open Molecules 2025 dataset
Level of theory: wB97M-V/def2-TZVPD

```
87
Properties=species:S:1:pos:R:3
Al -0.240 0.012 -1.334
N 6.596 7.437 -1.902
C 5.768 6.640 -1.905
C 4.758 5.624 -1.887
C 3.880 5.534 -0.808
C 2.935 4.525 -0.771
C 2.868 3.590 -1.800
C 3.732 3.693 -2.888
C 4.668 4.710 -2.936
C 1.904 2.465 -1.715
C 2.432 1.192 -1.467
C 3.785 0.848 -1.317
C 3.836 -0.507 -1.024
C 2.523 -0.948 -0.982
N 1.649 0.052 -1.246
C 0.550 2.729 -1.901
C 0.006 3.993 -2.196
C -1.338 3.815 -2.466
C -1.585 2.454 -2.341
N -0.472 1.765 -1.994
H 3.947 6.255 -0.005
H 2.253 4.447 0.066
H 3.661 2.983 -3.703
H 5.334 4.803 -3.784
H 4.621 1.520 -1.419
H 4.713 -1.108 -0.853
H 2.179 -1.931 -0.718
H 0.566 4.914 -2.219
H -2.058 4.569 -2.738
H -2.514 1.952 -2.549
I -3.183 -0.439 -1.339
C -4.202 0.046 0.498
C -5.545 0.176 0.289
C -6.409 0.367 1.377
C -5.892 0.386 2.636
C -4.502 0.250 2.863
C -4.034 0.251 4.194
C -2.709 0.111 4.478
C -1.797 0.015 3.423
C -2.193 0.027 2.102
P -0.689 0.046 1.029
C 0.105 1.571 1.621
C -0.683 2.706 1.402
C -0.248 3.951 1.816
C 0.979 4.075 2.459
C 1.776 2.957 2.652
C 1.352 1.707 2.220
C 0.084 -1.542 1.484
C -0.754 -2.648 1.287
C -0.278 -3.933 1.478
C 1.038 -4.130 1.883
C 1.873 -3.040 2.075
C 1.407 -1.748 1.861
C -3.579 0.102 1.770
H -5.954 0.116 -0.710
H -7.469 0.476 1.197
H -6.540 0.502 3.496
H -4.757 0.365 4.992
H -2.356 0.093 5.500
H -0.742 -0.048 3.659
H -1.654 2.608 0.924
H -0.869 4.822 1.654
H 1.309 5.043 2.812
H 2.733 3.051 3.149
H 1.995 0.853 2.376
H -1.792 -2.495 1.008
H -0.933 -4.782 1.326
H 1.407 -5.133 2.055
H 2.895 -3.190 2.398
H 2.086 -0.916 1.976
C 0.848 -3.852 -1.748
Te -0.314 -2.343 -2.776
C -1.979 -3.634 -2.258
C -1.373 -4.982 -1.976
C -2.172 -6.119 -1.912
C -1.604 -7.348 -1.619
C -0.237 -7.452 -1.397
C 0.564 -6.324 -1.466
C -0.006 -5.088 -1.752
H 1.042 -3.538 -0.723
H 1.790 -3.987 -2.277
H -2.659 -3.659 -3.108
H -2.512 -3.234 -1.397
H -3.237 -6.049 -2.099
H -2.228 -8.230 -1.578
H 0.210 -8.413 -1.180
H 1.632 -6.401 -1.306
```

## Properties
**Lowest unoccupied orbital energy**: -0.2357 hartree
**E**: -83992.7001 eV
**Net charge**: +2
**Gap between HOMO and LUMO**: 6.917 eV
**ΔE to the lowest compared entry with this formula, charge and spin**: 0.0 kcal/mol

---

[4]
Formula: C46H34F5GeN3O4S2Ti
Source: the Open Molecules 2025 dataset
Level of theory: wB97M-V/def2-TZVPD

```
96
Properties=species:S:1:pos:R:3
Ti 0.287 0.895 -0.279
O 1.235 -0.055 1.517
C 2.673 -0.178 1.312
C 2.990 0.345 -0.155
O 4.045 0.214 -0.745
O 2.033 1.109 -0.584
C 3.294 0.820 2.206
C 4.625 1.248 1.919
C 5.299 2.127 2.770
C 4.633 2.681 3.860
C 3.340 2.248 4.140
C 2.650 1.358 3.322
C 3.044 -1.589 1.485
C 3.343 -2.483 0.444
C 3.717 -3.784 0.801
C 3.918 -4.144 2.139
C 3.550 -3.295 3.155
C 3.078 -2.058 2.841
H 0.855 -0.886 1.843
H 5.126 0.873 1.051
H 6.310 2.402 2.489
H 5.202 3.316 4.513
H 2.908 2.545 5.099
H 1.651 1.028 3.660
H 3.387 -2.153 -0.554
H 3.940 -4.538 0.095
H 4.326 -5.100 2.334
H 3.738 -3.549 4.221
H 2.821 -1.375 3.645
N -2.518 2.972 2.398
C -3.698 2.225 2.416
C -4.497 2.388 3.522
C -5.651 1.666 3.609
C -5.976 0.737 2.589
C -5.139 0.560 1.526
C -3.982 1.340 1.396
S -2.945 1.270 0.031
N -1.451 1.772 0.712
C -1.436 2.629 1.661
C -0.183 3.369 1.897
C -0.015 4.375 2.803
C 1.149 5.054 2.925
C 2.181 4.697 2.044
C 1.960 3.656 1.149
N 0.849 3.004 1.046
H -2.534 3.832 2.979
H -4.147 3.075 4.250
H -6.288 1.782 4.472
H -6.862 0.108 2.665
H -5.378 -0.163 0.759
H -0.867 4.612 3.441
H 1.274 5.857 3.639
H 3.162 5.181 2.117
H 2.725 3.328 0.513
C 1.347 2.305 -4.052
C 0.251 1.513 -3.453
O 0.066 1.594 -2.232
H 2.238 2.213 -3.413
H 1.042 3.335 -4.018
H 1.658 2.010 -5.068
Ge -0.432 -1.605 -0.906
C -0.705 -2.369 0.906
C -1.181 -1.684 2.022
C -1.460 -2.423 3.180
C -1.152 -3.771 3.331
C -0.640 -4.440 2.238
C -0.506 -3.772 1.031
C -2.101 -2.223 -1.781
C -3.288 -2.257 -1.096
C -4.479 -2.653 -1.737
C -4.369 -3.024 -3.060
C -3.144 -3.054 -3.775
C -2.017 -2.581 -3.119
H 0.713 -2.481 -1.564
H -1.420 -0.626 2.020
H -1.911 -1.851 4.037
H -1.233 -4.273 4.320
H -0.299 -5.455 2.307
H -0.121 -4.369 0.196
H -3.302 -1.841 -0.098
H -5.439 -2.582 -1.159
H -5.272 -3.260 -3.645
H -3.134 -3.378 -4.803
H -1.076 -2.465 -3.679
F -0.467 -0.815 -9.994
C -0.525 -0.538 -8.693
C 0.523 -0.890 -7.860
F 1.521 -1.596 -8.373
C 0.537 -0.463 -6.563
F 1.565 -0.711 -5.759
C -0.480 0.306 -6.007
S -0.848 0.375 -4.255
C -1.544 0.564 -6.834
F -2.654 1.142 -6.439
C -1.547 0.198 -8.188
F -2.462 0.548 -9.066
```

## Properties
**⟨S²⟩**: 0.756
**Lowest unoccupied orbital energy (spin up / spin down)**: -0.1268 / -0.1298 hartree
**E**: -175797.7212 eV
**Net charge**: +1
**2S+1**: 2
**Gap between HOMO and LUMO (spin up / spin down)**: 6.622 / 6.472 eV
**ΔE to the lowest compared entry with this formula, charge and spin**: 6.5 kcal/mol

---

[5]
Formula: C46H35CdClF5IN2O3P2S2Te
Source: the Open Molecules 2025 dataset
Level of theory: wB97M-V/def2-TZVPD

```
99
Properties=species:S:1:pos:R:3
Cd -1.944 -0.521 0.456
C 1.526 1.250 -0.686
C 1.802 2.057 0.590
P 2.108 1.015 2.095
C 0.289 0.497 2.555
C 0.367 -0.999 2.722
C 0.077 -1.638 3.854
C -0.371 -0.920 5.044
C -0.559 0.398 5.017
C -0.290 1.198 3.801
C 2.506 2.324 3.315
C 3.286 1.957 4.412
C 3.590 2.869 5.414
C 3.130 4.175 5.324
C 2.356 4.556 4.235
C 2.040 3.640 3.241
P 2.173 -0.473 -0.659
C 1.895 -0.937 -2.416
C 2.870 -1.555 -3.200
C 2.577 -2.001 -4.485
C 1.304 -1.829 -5.011
C 0.326 -1.212 -4.240
C 0.613 -0.780 -2.954
C 3.994 -0.209 -0.698
C 4.620 0.855 -1.344
C 6.003 0.976 -1.340
C 6.785 0.028 -0.693
C 6.175 -1.035 -0.043
C 4.791 -1.145 -0.041
H 1.895 1.780 -1.569
H 0.447 1.148 -0.818
H 0.957 2.722 0.774
H 2.711 2.656 0.467
H 0.672 -1.543 1.835
H 0.138 -2.720 3.887
H -0.587 -1.480 5.947
H -0.952 0.925 5.877
H 0.248 2.112 4.061
H 3.655 0.939 4.477
H 4.187 2.559 6.264
H 3.362 4.889 6.105
H 1.967 5.565 4.171
H 1.375 3.932 2.440
H 3.872 -1.689 -2.808
H 3.350 -2.478 -5.075
H 1.074 -2.174 -6.012
H -0.672 -1.067 -4.636
H -0.172 -0.314 -2.374
H 4.023 1.599 -1.857
H 6.471 1.814 -1.843
H 7.864 0.123 -0.690
H 6.776 -1.774 0.474
H 4.310 -1.958 0.491
Cl -6.708 0.266 -4.950
C -5.317 0.394 -3.896
C -4.230 1.115 -4.302
C -3.100 1.245 -3.486
I -1.466 2.352 -4.159
C -3.006 0.657 -2.218
O -2.003 0.774 -1.446
C -4.181 -0.114 -1.813
N -4.109 -0.694 -0.599
C -5.115 -1.395 -0.140
C -6.293 -1.579 -0.881
C -6.395 -1.009 -2.121
C -5.326 -0.245 -2.633
H -4.241 1.595 -5.272
H -4.995 -1.823 0.849
H -7.102 -2.166 -0.467
H -7.289 -1.132 -2.718
C -4.075 5.113 1.944
O -3.181 5.806 1.045
C -2.529 5.237 0.067
S -1.322 6.003 -0.740
S -2.644 3.669 -0.619
H -4.683 5.899 2.382
H -3.489 4.633 2.725
H -4.701 4.397 1.423
N 1.437 -9.056 -3.987
C 1.056 -8.117 -3.440
C 0.580 -6.949 -2.761
C 1.127 -5.694 -3.043
C 0.663 -4.573 -2.388
C -0.362 -4.669 -1.432
C -0.898 -5.935 -1.155
C -0.436 -7.059 -1.809
C -0.830 -3.499 -0.772
C -1.185 -2.499 -0.171
H 1.915 -5.607 -3.779
H 1.084 -3.599 -2.601
H -1.684 -6.015 -0.416
H -0.857 -8.032 -1.590
F -0.682 3.428 2.105
Te -2.008 2.079 2.912
F -2.782 -0.119 2.412
F -3.955 2.896 0.021
F -3.165 1.455 4.416
F -2.012 3.604 4.173
O -0.513 0.851 1.472
```

## Properties
**Lowest unoccupied orbital energy**: 0.1342 hartree
**E**: -143711.0437 eV
**Net charge**: -2
**Gap between HOMO and LUMO**: 6.644 eV
**ΔE to the lowest compared entry with this formula, charge and spin**: 37.9 kcal/mol

---

- Which formula does entry 1 have?
  C46H30Cl4I2LaN5O8

---

- Among the records above, which one has the highest ΔE to the lowest compared entry with this formula, charge and spin?
  C46H35CdClF5IN2O3P2S2Te